(1)
A structure of composition C8H11N in a non-equilibrium geometry, computed with ωB97M-V/def2-TZVPD.

Computed properties:
**Highest occupied orbital energy**: -9.31 eV
**Gap between HOMO and LUMO**: 10.27 eV
**Net charge**: 0
**Energy above the lowest of the compared OMol25 structures with the same formula, charge and spin**: 148.5 kcal/mol
**Strongest force on any atom**: 7.878 eV Å⁻¹

Cartesian coordinates (Å):
C1 -0.30372 0.60013 1.87598
C2 -1.41136 -0.53003 0.26662
C3 -1.24634 -0.16259 -1.21277
C4 0.31912 -0.80834 -1.40930
C5 1.84627 -0.23769 -1.26569
C6 2.08379 0.17901 -0.07149
C7 0.61838 0.53637 0.61940
C8 0.09285 -0.96556 0.10824
H1 -0.04002 -0.17726 2.58430
H2 -0.13691 1.49836 2.61981
H3 -1.57407 1.64521 0.71240
H4 -2.23659 -1.30683 0.42341
H5 -1.72984 -0.63445 -2.07520
H6 -1.35988 0.91294 -1.55287
H7 0.05743 -1.65244 -2.16961
H8 2.52972 -0.37399 -2.02991
H9 2.90366 0.98021 0.31493
H10 0.46039 1.63385 0.10884
H11 0.76362 -1.64467 0.78190
N1 -1.63650 0.50778 1.37102

Atomic partial charges in e from the natural (NBO) method, atoms 1 to 6: number 1, C, carries -0.268; number 2, C, carries -0.122; number 3, C, carries -0.382; number 4, C, carries -0.282; number 5, C, carries -0.188; number 6, C, carries -0.201



(2)
A cluster of 8 separate species, C46H110N6O7 in total in a non-equilibrium geometry, computed with ωB97M-V/def2-TZVPD.

Computed properties:
**Highest occupied orbital energy**: -14.36 eV
**Gap between HOMO and LUMO**: 7.05 eV
**Net charge**: +4
**Strongest force on any atom**: 2.785 eV Å⁻¹

Cartesian coordinates (Å):
C1 -0.07068 -0.56528 -0.04127
C2 -1.12187 0.53804 -0.27718
C3 -0.44425 1.80287 -0.82524
O1 -2.25958 0.12034 -0.89688
H1 -0.49974 -1.37969 0.54854
H2 0.85410 -0.17970 0.39427
H3 0.18683 -1.03621 -1.00615
H4 -1.42452 0.84262 0.75766
H5 0.56078 2.00818 -0.43630
H6 -1.04729 2.66100 -0.51701
H7 -0.32498 1.82494 -1.91430
C4 -0.17180 4.01849 5.02639
C5 -0.98023 3.52006 3.82974
C6 -2.09592 4.51245 3.53354
N1 -2.76894 4.44169 2.17923
C7 -3.97140 5.34773 2.23484
C8 -4.60301 5.59346 0.88804
C9 -3.63133 6.10478 -0.14979
C10 -2.41244 5.20280 -0.23793
C11 -1.79358 4.95523 1.13315
C12 -3.20908 3.02836 1.95106
H8 0.55157 4.77347 4.72672
H9 0.34763 3.19321 5.51761
H10 -0.79366 4.38464 5.84618
H11 -1.51891 2.61095 4.10948
H12 -0.33245 3.30649 2.98147
H13 -1.81389 5.55328 3.71940
H14 -2.92559 4.41262 4.24117
H15 -3.62315 6.30147 2.63932
H16 -4.67048 4.93747 2.96264
H17 -5.45951 6.25885 1.03551
H18 -5.14831 4.71423 0.50842
H19 -3.36419 7.12555 0.15612
H20 -4.12982 6.28448 -1.10223
H21 -1.66696 5.70436 -0.85771
H22 -2.65544 4.27447 -0.76159
H23 -1.42396 5.90660 1.51050
H24 -1.00379 4.22025 1.00496
H25 -2.32871 2.40596 1.81736
H26 -3.85279 2.95957 1.07882
H27 -3.76411 2.74631 2.84414
C13 9.13498 -2.34055 -0.74068
C14 7.89800 -1.41119 -0.75207
C15 8.21777 -0.18400 0.11111
N2 7.54712 1.09438 -0.37993
C16 7.95416 2.25212 0.55771
C17 7.24269 2.16875 1.88577
C18 5.71265 2.15214 1.74110
C19 5.30118 0.96388 0.88555
C20 6.03427 0.97808 -0.44282
C21 8.02105 1.52050 -1.73823
H28 9.54341 -2.43985 0.26485
H29 9.92474 -1.90449 -1.35259
H30 8.86747 -3.30804 -1.15709
H31 6.99584 -1.89621 -0.38311
H32 7.77406 -1.14641 -1.80027
H33 9.28808 0.01502 0.07044
H34 7.91124 -0.28573 1.14524
H35 9.02460 2.09313 0.67007
H36 7.71373 3.17586 0.03634
H37 7.48061 1.20657 2.34486
H38 7.50430 2.96329 2.57939
H39 5.32498 2.11383 2.75865
H40 5.32756 3.06881 1.28327
H41 5.54692 0.04130 1.42759
H42 4.23120 0.89726 0.68135
H43 5.80401 0.11944 -1.07579
H44 5.72640 1.82141 -1.06591
H45 7.87660 0.71291 -2.44481
H46 9.09421 1.70559 -1.65948
H47 7.56488 2.47090 -1.98955
C22 1.25614 0.38966 3.74625
C23 2.30174 -0.67880 3.39554
C24 1.64382 -2.04012 3.24054
N3 2.62243 -3.21756 3.22714
C25 3.87391 -2.94965 2.41801
C26 3.56817 -2.69694 0.96314
C27 2.95816 -3.95987 0.39402
C28 1.67096 -4.30539 1.13390
C29 1.86503 -4.43276 2.63912
C30 3.04242 -3.53616 4.63334
H48 0.42312 0.41765 3.03968
H49 1.74937 1.35361 3.83973
H50 0.78443 0.08988 4.68532
H51 3.02555 -0.69152 4.21617
H52 2.85818 -0.37876 2.50389
H53 1.12246 -2.11583 2.29143
H54 0.98128 -2.22075 4.08308
H55 4.34050 -2.11886 2.94615
H56 4.48543 -3.84074 2.56480
H57 2.95240 -1.80038 0.85368
H58 4.53201 -2.42953 0.51386
H59 2.78475 -3.89331 -0.68005
H60 3.66883 -4.77629 0.55732
H61 0.86245 -3.60729 0.88402
H62 1.21396 -5.20353 0.71034
H63 0.90484 -4.47211 3.15616
H64 2.44058 -5.31224 2.92501
H65 3.75409 -2.77724 4.94638
H66 3.47266 -4.53089 4.69650
H67 2.14743 -3.48637 5.24806
C31 -3.38336 -2.57339 -2.45844
N4 -3.06018 -3.63881 -1.43898
C32 -3.32890 -3.02161 -0.10946
C33 -4.03062 -4.76337 -1.70141
C34 -1.62731 -4.04450 -1.47419
C35 -1.12996 -4.65192 -2.77165
O2 0.15969 -5.15752 -2.44548
H68 -3.13904 -2.99467 -3.43630
H69 -2.65959 -1.77082 -2.28995
H70 -4.41607 -2.25346 -2.42284
H71 -2.57334 -2.27174 0.11355
H72 -3.38248 -3.80611 0.64182
H73 -4.25006 -2.44574 -0.18945
H74 -5.02480 -4.33365 -1.65288
H75 -3.90459 -5.48126 -0.89095
H76 -3.79829 -5.22495 -2.65331
H77 -1.50211 -4.75321 -0.64854
H78 -1.03355 -3.16668 -1.21592
H79 -0.99159 -3.90043 -3.55718
H80 -1.76134 -5.47682 -3.11000
H81 0.63510 -5.39993 -3.24542
C36 -1.43338 -0.07138 -6.52846
N5 -0.41188 -0.15204 -5.43979
C37 0.10078 1.20181 -5.06671
C38 -1.10994 -0.71635 -4.23208
C39 0.70259 -1.08262 -5.86980
C40 1.63327 -1.60698 -4.80287
O3 2.31433 -0.63737 -4.04599
H82 -0.98268 0.33120 -7.43266
H83 -2.25076 0.56489 -6.19951
H84 -1.81703 -1.07314 -6.70520
H85 -0.76304 1.80158 -4.79131
H86 0.69664 1.59228 -5.88769
H87 0.74643 1.10847 -4.19852
H88 -2.00781 -0.12563 -4.07013
H89 -0.45269 -0.69086 -3.36727
H90 -1.42055 -1.74259 -4.41740
H91 1.16041 -0.67089 -6.77343
H92 0.16549 -1.92394 -6.32405
H93 2.31345 -2.27376 -5.34657
H94 1.10177 -2.27227 -4.12084
H95 3.06920 -0.30755 -4.54459
C41 -8.42284 0.03647 -0.79783
N6 -7.84269 1.33353 -0.36928
C42 -7.51562 2.14432 -1.60579
C43 -8.83979 2.05455 0.49732
C44 -6.60106 1.09998 0.47085
C45 -5.49772 0.25536 -0.13291
O4 -4.85073 0.96071 -1.17731
H96 -8.73256 -0.55207 0.06531
H97 -7.66134 -0.53037 -1.32507
H98 -9.28140 0.19219 -1.44556
H99 -8.45656 2.38848 -2.08933
H100 -6.83527 1.51375 -2.16677
H101 -7.01201 3.05994 -1.30739
H102 -8.90825 1.50193 1.42961
H103 -9.80812 2.02428 0.00212
H104 -8.52215 3.08412 0.62965
H105 -6.96238 0.58019 1.35976
H106 -6.20385 2.07476 0.74454
H107 -5.80679 -0.76569 -0.37475
H108 -4.73883 0.15283 0.65737
H109 -3.92317 0.62729 -1.23287
O5 -1.43667 -2.71585 2.28966
C46 -1.81143 -4.01053 2.66138
O6 -1.60546 -4.96892 1.90131
O7 -2.23333 -4.04014 3.84508
H110 -1.73259 -2.45628 3.20672

Atomic partial charges in e from the Mulliken method, atoms 1 to 6: number 1, C, carries 0.083; number 2, C, carries 1.760; number 3, C, carries -0.389; number 4, O, carries -0.651; number 5, H, carries -0.712; number 6, H, carries 0.275



(3)
A cluster of 2 separate species, C17H21ClN3 in total in a non-equilibrium geometry, computed with ωB97M-V/def2-TZVPD.

Computed properties:
**Highest occupied orbital energy**: -10.61 eV
**Gap between HOMO and LUMO**: 5.17 eV
**Net charge**: +1
**Strongest force on any atom**: 2.897 eV Å⁻¹

Cartesian coordinates (Å):
Cl1 4.40382 -0.26941 1.06700
C1 2.69307 -0.26028 1.18097
C2 1.99508 -1.46336 1.27063
C3 0.62883 -1.46700 1.28734
C4 -0.10502 -0.25660 1.22682
C5 -1.51759 -0.26213 1.15722
C6 -2.39485 0.95832 1.22475
C7 -3.81600 0.43443 0.92743
C8 -3.65358 -1.04770 0.81306
C9 -2.35030 -1.39473 0.94236
C10 0.63043 0.95478 1.18254
C11 1.99773 0.94891 1.14493
H1 2.55662 -2.38195 1.31603
H2 0.10048 -2.39987 1.34611
H3 -2.32822 1.41422 2.21948
H4 -2.07006 1.70932 0.49692
H5 -4.53280 0.69052 1.71793
H6 -4.20577 0.84937 -0.01094
H7 -4.45409 -1.74269 0.62006
H8 -1.98827 -2.39957 0.83281
H9 0.10260 1.89017 1.13733
H10 2.56059 1.86358 1.06620
C12 -2.80024 1.99482 6.77082
C13 -3.10952 1.41530 5.38058
N1 -2.08107 0.63928 4.84045
C14 -1.49242 -0.13957 5.68778
N2 -1.68246 -0.16961 7.08615
C15 -2.46564 0.87698 7.75632
C16 -0.56784 -0.87528 7.76191
C17 0.32066 -1.36768 6.60011
N3 -0.40670 -0.96772 5.38730
H11 -1.94841 2.68044 6.68988
H12 -3.63858 2.60394 7.13286
H13 -4.00371 0.78046 5.42565
H14 -3.34420 2.21887 4.66597
H15 -1.90331 1.25039 8.61875
H16 -3.37737 0.41831 8.15476
H17 -0.04122 -0.18585 8.43061
H18 -0.95645 -1.69533 8.37578
H19 1.31602 -0.90743 6.62062
H20 0.44630 -2.45590 6.61199
H21 0.11068 -0.82221 4.52049

Atomic partial charges in e from the natural (NBO) method, atoms 1 to 6: number 1, Cl, carries 0.102; number 2, C, carries 0.050; number 3, C, carries -0.249; number 4, C, carries -0.110; number 5, C, carries -0.115; number 6, C, carries 0.321



(4)
A cluster of 3 separate species, C4H15NO2 in total in a non-equilibrium geometry, computed with ωB97M-V/def2-TZVPD.

Computed properties:
**Highest occupied orbital energy**: -9.43 eV
**Gap between HOMO and LUMO**: 10.17 eV
**Net charge**: 0
**Energy above the lowest of the compared OMol25 structures with the same formula, charge and spin**: 27.1 kcal/mol
**Strongest force on any atom**: 2.407 eV Å⁻¹
**Structure (SMILES)**: CC[C@H](C)N.O.O

Cartesian coordinates (Å):
C1 -1.82542 0.96710 -0.51000
C2 -0.60710 0.62842 0.36388
C3 -1.00967 0.90592 1.79256
C4 0.24742 0.70468 2.73448
N1 -0.20624 -0.80344 0.17702
H1 -1.51321 1.20104 -1.52587
H2 -2.48208 0.06319 -0.51154
H3 -2.42705 1.77192 -0.07006
H4 0.31836 1.24230 0.03567
H5 -1.55875 1.85079 1.92408
H6 -1.79107 0.19518 2.09737
H7 0.62152 -0.33853 2.72809
H8 1.11561 1.31033 2.51790
H9 -0.23038 0.91582 3.71866
H10 -0.79453 -1.38833 0.77988
H11 0.77383 -0.98658 0.40257
H12 -0.23004 -0.23195 -3.06986
H13 0.41528 -1.29014 -4.03454
O1 0.27691 -0.35330 -3.87941
H14 3.42257 -1.26048 -0.50294
H15 1.92610 -1.24197 -0.65301
O2 2.61472 -1.56325 -0.05146

Atomic partial charges in e from the natural (NBO) method, atoms 1 to 6: number 1, C, carries -0.613; number 2, C, carries -0.051; number 3, C, carries -0.413; number 4, C, carries -0.619; number 5, N, carries -0.873; number 6, H, carries 0.206



(5)
A structure of composition C4H6N2O in a non-equilibrium geometry, computed with ωB97M-V/def2-TZVPD.

Computed properties:
**Highest occupied orbital energy**: -8.20 eV
**Gap between HOMO and LUMO**: 8.94 eV
**Net charge**: 0
**Energy above the lowest of the compared OMol25 structures with the same formula, charge and spin**: 85.6 kcal/mol
**Strongest force on any atom**: 5.738 eV Å⁻¹

Cartesian coordinates (Å):
C1 1.47502 -1.05922 1.14517
O1 0.35507 -0.28394 1.25083
C2 -0.16288 0.19976 0.11180
C3 0.30927 0.33445 -1.15709
N1 -0.61096 1.03371 -1.90996
C4 -1.60594 1.28979 -1.10708
N2 -1.39634 0.78639 0.15040
H1 1.56924 -1.79284 0.28246
H2 1.04934 -2.38481 1.26718
H3 2.25465 -0.74565 1.83879
H4 1.26170 -0.00763 -1.53328
H5 -2.48739 1.86410 -1.35386
H6 -2.02017 0.80955 0.94353

Atomic partial charges in e from the natural (NBO) method, atoms 1 to 6: number 1, C, carries -0.289; number 2, O, carries -0.496; number 3, C, carries 0.395; number 4, C, carries -0.200; number 5, N, carries -0.438; number 6, C, carries 0.151



(6)
A cluster of 2 separate species, C10H14BrCl2S in total, computed with ωB97M-V/def2-TZVPD.

Computed properties:
**Highest occupied orbital energy**: -12.38 eV
**Gap between HOMO and LUMO**: 9.32 eV
**Net charge**: +1
**Strongest force on any atom**: 0.448 eV Å⁻¹

Cartesian coordinates (Å):
C1 1.93504 0.09940 2.54128
S1 0.80905 0.89016 1.38696
C2 1.83743 1.91326 0.29332
C3 3.22810 1.38410 -0.04096
C4 3.23055 0.11152 -0.87479
Br1 4.11962 2.82849 -0.96330
H1 2.62557 0.87740 2.86562
H2 1.33762 -0.24608 3.38074
H3 2.48442 -0.71184 2.07166
H4 0.48991 -0.11468 0.54466
H5 1.86595 2.88014 0.79683
H6 1.21688 2.01874 -0.60230
H7 3.78310 1.22691 0.88333
H8 3.08931 -0.76733 -0.23615
H9 4.18056 -0.01276 -1.38820
H10 2.42979 0.12198 -1.61476
Cl1 -0.26963 -0.75926 -1.41996
C5 -1.96336 -0.93626 -1.06280
C6 -2.76383 0.17886 -0.85788
Cl2 -2.13345 1.78754 -1.01132
C7 -4.09802 0.01267 -0.51817
C8 -4.62881 -1.26130 -0.40772
C9 -3.82879 -2.37345 -0.63021
C10 -2.49255 -2.21243 -0.95343
H11 -4.71454 0.88584 -0.35685
H12 -5.67210 -1.38322 -0.15186
H13 -4.24233 -3.36905 -0.55037
H14 -1.85545 -3.06936 -1.12340

Atomic partial charges in e from the natural (NBO) method, atoms 1 to 6: number 1, C, carries -0.758; number 2, S, carries 0.641; number 3, C, carries -0.551; number 4, C, carries -0.271; number 5, C, carries -0.641; number 6, Br, carries 0.076



(7)
A cluster of 6 separate species, C25H38I2NO11 in total, computed with ωB97M-V/def2-TZVPD.

Computed properties:
**Highest occupied orbital energy**: -3.17 eV
**Gap between HOMO and LUMO**: 4.75 eV
**Net charge**: -1
**Strongest force on any atom**: 0.416 eV Å⁻¹

Cartesian coordinates (Å):
O1 1.53597 2.10864 -4.35005
C1 1.75432 2.53863 -5.40593
I1 2.80785 1.07665 -6.92972
C2 1.51218 3.99712 -6.05835
N1 0.57901 4.75122 -5.42536
C3 -0.72723 4.71141 -6.00456
C4 -1.75391 3.86130 -5.23098
C5 -1.53049 2.35846 -5.42040
I2 -3.25485 1.31171 -6.13176
H1 1.35097 3.74098 -7.12679
H2 2.54986 4.37569 -5.97670
H3 -1.14122 5.73305 -6.04961
H4 -0.71053 4.33714 -7.05402
H5 -1.60556 4.09226 -4.17220
H6 -2.77432 4.14438 -5.50159
H7 -0.77267 2.15093 -6.17385
H8 -1.23816 1.84692 -4.50905
O2 -1.22696 0.90704 -1.57314
C6 -0.18893 0.75412 -1.00551
O3 -0.16192 0.39565 0.31710
C7 1.18717 0.36346 0.80255
C8 2.05142 0.18189 -0.44087
C9 1.23270 0.90967 -1.50446
H9 1.39323 1.30763 1.31309
H10 1.26580 -0.45090 1.52077
H11 3.05820 0.57334 -0.30943
H12 2.12715 -0.87773 -0.68921
H13 1.45875 1.97607 -1.55669
H14 1.32454 0.50381 -2.50684
O4 -1.25242 0.24947 4.66515
C10 -2.23619 0.35246 3.98465
O5 -3.22177 1.22512 4.29648
C11 -4.33461 1.06261 3.38936
C12 -3.74671 0.41689 2.14221
C13 -2.61699 -0.41707 2.73803
H15 -5.05905 0.40786 3.87503
H16 -4.78057 2.04006 3.22390
H17 -4.47731 -0.16580 1.58713
H18 -3.33759 1.17811 1.47723
H19 -2.96598 -1.40737 3.04377
H20 -1.76139 -0.52569 2.07515
O6 -5.80722 -1.94647 4.05121
C14 -5.49574 -2.09095 5.19729
O7 -4.85117 -3.20150 5.63028
C15 -4.66174 -3.15207 7.05394
C16 -4.73664 -1.67160 7.41678
C17 -5.71047 -1.14649 6.36644
H21 -5.45791 -3.73360 7.52433
H22 -3.70469 -3.61686 7.27733
H23 -5.05126 -1.50588 8.44461
H24 -3.75997 -1.20600 7.27820
H25 -6.75367 -1.23443 6.67781
H26 -5.52645 -0.12077 6.05650
O8 7.44755 1.95772 -7.34248
C18 7.30123 1.09631 -6.52686
O9 6.30173 0.19093 -6.58318
C19 6.31196 -0.65811 -5.43129
C20 7.74143 -0.59148 -4.89654
C21 8.14605 0.82575 -5.28879
H27 5.58051 -0.26896 -4.71957
H28 5.99893 -1.65023 -5.74665
H29 7.80192 -0.79996 -3.83022
H30 8.36748 -1.31443 -5.42233
H31 7.86625 1.56164 -4.53191
H32 9.19960 0.95289 -5.52361
O10 0.06441 -5.60690 2.63557
C22 0.24413 -4.76895 3.46784
O11 1.48240 -4.28672 3.74791
C23 1.42761 -3.37502 4.85695
C24 -0.01372 -2.87879 4.90214
C25 -0.77106 -4.09340 4.37317
H33 1.70578 -3.92395 5.76050
H34 2.15925 -2.58995 4.68262
H35 -0.31723 -2.55225 5.89426
H36 -0.13899 -2.03173 4.22877
H37 -1.02943 -4.80277 5.16321
H38 -1.67263 -3.86221 3.81125

Atomic partial charges in e from the Mulliken method, atoms 1 to 6: number 1, O, carries -0.326; number 2, C, carries 0.103; number 3, I, carries -0.393; number 4, C, carries -0.378; number 5, N, carries -0.726; number 6, C, carries -0.723